Computed, not measured: C4H4N2O2 in the gas phase at a distorted geometry, with wB97M-V/def2-TZVPD.

Geometry as XYZ:
```
12
Properties=species:S:1:pos:R:3:mulliken_charge:R:1
N -1.98 2.33 -0.40 -0.39
C -1.39 1.34 -0.27 -0.11
C -0.74 0.07 -0.08 0.54
C 0.33 -0.21 -1.14 -0.51
O 1.35 -0.91 -0.46 -0.31
C 1.24 -0.75 0.88 0.49
O 2.03 -1.16 1.69 -0.56
N 0.11 0.03 1.11 -0.30
H -1.50 -0.70 -0.02 0.27
H 0.05 -0.80 -2.01 0.30
H 0.72 0.80 -1.39 0.33
H -0.21 -0.06 2.08 0.27
```

Values from the calculation:
HOMO energy, eV: -10.981
Spin multiplicity: 1
Orbital gap, eV: 11.4
Net charge: 0
Energy, Eh: -414.81759
Structure (SMILES): N#C[C@H]1COC(=O)N1